No. 1
{
  "formula": "C4H6O2",
  "method": "the ωB97M-V functional and the def2-TZVPD basis",
  "homo_ha": -0.3552,
  "total_energy_ha": -306.431507,
  "gap_ev": 10.45,
  "e_above_lowest_kj_mol": 196.4,
  "symbols": ["O", "C", "C", "C", "C", "O", "H", "H", "H", "H", "H", "H"],
  "positions_angstrom": [[-0.29, -2.12, 0.19], [0.51, -1.44, -0.43], [-0.19, -0.20, -1.01], [-0.63, 0.67, 0.25], [0.50, 1.15, 1.05], [1.46, 0.45, 1.17], [1.52, -1.64, -0.58], [0.49, 0.26, -1.70], [-1.20, -0.54, -1.47], [-1.30, -0.03, 0.86], [-1.24, 1.43, 0.06], [0.37, 2.01, 1.60]],
  "mulliken_charge": [-0.4977, 0.0234, -0.5118, -0.8068, 0.0213, -0.4604, 0.4235, 0.3316, 0.2691, 0.2893, 0.4769, 0.4416]
}



No. 2
{
  "formula": "C53H52NO4PRe",
  "method": "the ωB97M-V functional and the def2-TZVPD basis",
  "homo_ha": [-0.2495, -0.2412],
  "multiplicity": 2,
  "total_energy_ha": -2826.150108,
  "gap_ev": [6.98, 6.84],
  "symbols": ["Re", "C", "C", "C", "O", "C", "C", "O", "C", "O", "C", "C", "C", "C", "C", "C", "C", "C", "C", "C", "C", "C", "C", "O", "C", "C", "C", "C", "C", "C", "C", "C", "C", "C", "C", "C", "H", "H", "H", "H", "H", "H", "H", "H", "H", "H", "H", "H", "H", "H", "H", "H", "H", "H", "H", "H", "H", "H", "H", "H", "H", "H", "H", "H", "N", "P", "C", "C", "C", "C", "C", "C", "C", "C", "C", "C", "C", "C", "C", "C", "C", "C", "C", "C", "H", "H", "H", "H", "H", "H", "H", "H", "H", "H", "H", "H", "H", "H", "H", "C", "C", "C", "C", "H", "H", "H", "H", "H", "H", "H", "H", "H"],
  "positions_angstrom": [[0.59, 0.18, -0.23], [0.20, -4.97, 4.27], [0.69, -3.80, 3.45], [2.18, -3.59, 3.55], [0.28, -4.00, 2.11], [0.10, -2.70, 1.56], [-0.56, -1.96, 2.73], [0.03, -2.61, 3.86], [-0.33, -0.40, 2.72], [0.59, -0.05, 1.70], [-1.72, 0.30, 2.53], [-2.59, 0.49, 3.61], [-3.81, 1.13, 3.47], [-4.22, 1.62, 2.23], [-3.38, 1.43, 1.14], [-2.16, 0.78, 1.30], [0.31, 0.13, 4.02], [-0.04, -0.31, 5.30], [0.52, 0.27, 6.43], [1.45, 1.30, 6.31], [1.80, 1.74, 5.04], [1.23, 1.16, 3.91], [-0.60, -2.75, 0.20], [-0.37, -1.53, -0.49], [0.04, -3.84, -0.68], [1.38, -4.20, -0.53], [1.99, -5.09, -1.39], [1.28, -5.64, -2.45], [-0.06, -5.29, -2.63], [-0.67, -4.40, -1.75], [-2.12, -2.99, 0.34], [-3.03, -2.14, -0.27], [-4.40, -2.36, -0.14], [-4.87, -3.44, 0.59], [-3.96, -4.31, 1.19], [-2.60, -4.09, 1.06], [0.62, -5.90, 3.88], [-0.89, -5.02, 4.22], [0.51, -4.84, 5.31], [2.71, -4.46, 3.13], [2.47, -3.47, 4.60], [2.48, -2.69, 3.01], [1.07, -2.24, 1.39], [-1.63, -2.15, 2.75], [-2.31, 0.15, 4.60], [-4.45, 1.26, 4.34], [-5.17, 2.12, 2.12], [-3.68, 1.78, 0.16], [-1.60, 0.62, 0.39], [-0.73, -1.13, 5.42], [0.24, -0.10, 7.41], [1.89, 1.75, 7.19], [2.52, 2.54, 4.93], [1.51, 1.51, 2.93], [1.96, -3.77, 0.28], [3.03, -5.35, -1.25], [1.75, -6.34, -3.13], [-0.62, -5.70, -3.45], [-1.71, -4.13, -1.90], [-2.66, -1.31, -0.84], [-5.10, -1.68, -0.62], [-5.94, -3.61, 0.70], [-4.32, -5.16, 1.76], [-1.89, -4.78, 1.51], [0.53, 1.83, -1.03], [0.51, 3.13, -1.90], [0.27, 4.60, -0.90], [-0.85, 4.61, -0.07], [-1.10, 5.70, 0.76], [-0.22, 6.78, 0.75], [0.89, 6.77, -0.07], [1.14, 5.69, -0.91], [-0.83, 3.10, -3.10], [-1.39, 4.28, -3.60], [-2.43, 4.21, -4.51], [-2.91, 2.98, -4.93], [-2.35, 1.80, -4.44], [-1.32, 1.86, -3.52], [2.04, 3.32, -2.82], [2.06, 3.48, -4.20], [3.28, 3.56, -4.87], [4.47, 3.48, -4.16], [4.45, 3.32, -2.77], [3.24, 3.23, -2.10], [-1.52, 3.75, -0.05], [-1.96, 5.70, 1.41], [-0.40, 7.63, 1.40], [1.58, 7.61, -0.07], [2.01, 5.69, -1.56], [-1.02, 5.24, -3.26], [-2.88, 5.13, -4.89], [-3.72, 2.93, -5.65], [-2.73, 0.84, -4.76], [-0.89, 0.96, -3.11], [1.13, 3.52, -4.75], [3.30, 3.67, -5.95], [5.41, 3.54, -4.68], [5.38, 3.24, -2.23], [3.22, 3.07, -1.03], [3.49, -0.81, -3.46], [2.13, -0.52, -2.83], [1.08, -1.50, -3.35], [2.27, -0.50, -1.30], [3.42, -0.85, -4.56], [3.87, -1.78, -3.11], [4.23, -0.05, -3.19], [1.83, 0.49, -3.16], [1.35, -2.53, -3.09], [1.01, -1.44, -4.44], [0.09, -1.31, -2.92], [3.12, 0.12, -1.02], [2.49, -1.52, -0.93]],
  "mulliken_charge": [0.6741, -1.7595, 1.3549, -1.6615, -0.4746, -2.6960, -0.0020, -0.3573, 1.8967, -0.8878, -0.1267, -0.0125, -0.9945, -0.8113, -0.7284, -0.6167, 0.2172, -0.0100, -1.3355, -0.5264, -0.8171, -0.4892, 3.3996, -0.3706, 0.0715, -0.3214, -1.1553, -0.5523, -0.9276, -0.1880, -0.0835, -0.2669, -0.6958, -0.6736, -0.9469, -0.2797, 0.3897, 0.4175, 0.3584, 0.3573, 0.4451, 0.3026, 1.7881, 0.6002, 0.4419, 0.4231, 0.4491, 0.5859, -0.0068, 0.6086, 0.4105, 0.4004, 0.4325, 0.3342, 0.3272, 0.4118, 0.4024, 0.4094, 0.4273, 0.1996, 0.4425, 0.3904, 0.4454, 0.5316, 0.7984, 0.8469, 0.1537, -0.3392, -0.7429, -0.5098, -0.7262, -0.2666, -0.2131, -0.2964, -0.6863, -0.5252, -0.8044, -0.2575, 0.0918, -0.2604, -0.8130, -0.4532, -0.9153, -0.0599, 0.3084, 0.4527, 0.3865, 0.4203, 0.3941, 0.4506, 0.4187, 0.4010, 0.4768, 0.4380, 0.4194, 0.4148, 0.3999, 0.4124, 0.5115, -1.7969, 2.2573, -1.1471, -1.2590, 0.3970, 0.3648, 0.3831, -0.9766, 0.2121, 0.5884, -0.0956, 0.7256, 0.4490]
}



No. 3
{
  "formula": "C8H9N3",
  "method": "the ωB97M-V functional and the def2-TZVPD basis",
  "homo_ha": -0.2956,
  "total_energy_ha": -474.282714,
  "gap_ev": 8.84,
  "e_above_lowest_kj_mol": 609.7,
  "symbols": ["C", "C", "C", "N", "N", "C", "C", "C", "C", "C", "N", "H", "H", "H", "H", "H", "H", "H", "H", "H"],
  "positions_angstrom": [[3.09, 0.39, -0.71], [1.74, 0.57, -0.13], [1.25, -0.36, 1.01], [1.24, 1.63, -0.54], [0.12, 2.14, -0.22], [-0.81, 1.27, -0.23], [-1.16, 0.02, -0.70], [-1.72, -1.22, -0.53], [-3.00, -1.04, 0.02], [-3.20, 0.29, 0.29], [-2.17, 1.02, -0.18], [3.16, -0.76, -0.94], [3.99, 0.43, -0.05], [3.12, 0.92, -1.65], [0.52, -0.07, 1.84], [2.11, -0.76, 1.60], [0.76, -1.28, 0.51], [-1.26, -2.24, -0.68], [-3.70, -1.74, 0.49], [-4.09, 0.81, 0.81]],
  "mulliken_charge": [-1.0141, 1.0104, -1.1385, -0.1350, -0.8947, 0.7360, -0.0092, -0.4016, -0.3787, -0.3335, -0.1844, 0.2468, 0.2358, 0.3551, 0.3196, 0.3454, 0.1900, 0.3677, 0.3473, 0.3356]
}



No. 4
{
  "formula": "C48H33F4N6NaP2S2Se",
  "method": "the ωB97M-V functional and the def2-TZVPD basis",
  "homo_ha": [-0.2819, -0.2582],
  "total_energy_ha": -6619.733926,
  "gap_ev": [5.76, 4.48],
  "e_above_lowest_kj_mol": 36.1,
  "symbols": ["Na", "S", "C", "C", "C", "C", "C", "C", "N", "C", "C", "C", "C", "C", "C", "C", "C", "N", "C", "C", "C", "C", "C", "S", "C", "H", "H", "H", "H", "H", "H", "H", "H", "H", "H", "H", "H", "C", "P", "C", "C", "C", "C", "C", "C", "C", "P", "C", "C", "H", "H", "H", "H", "H", "H", "H", "H", "H", "H", "H", "H", "H", "H", "H", "H", "Se", "C", "C", "C", "C", "C", "C", "H", "H", "H", "H", "H", "F", "C", "C", "F", "C", "C", "C", "F", "C", "C", "C", "N", "C", "N", "F", "C", "C", "N", "C", "N"],
  "positions_angstrom": [[0.21, -0.36, -1.12], [5.97, -5.23, -1.41], [5.36, -6.83, -1.45], [4.00, -6.85, -1.42], [3.43, -5.56, -1.37], [4.37, -4.56, -1.35], [4.15, -3.12, -1.28], [2.85, -2.59, -1.39], [2.54, -1.32, -1.25], [3.54, -0.44, -1.04], [4.89, -0.84, -1.00], [5.91, 0.16, -0.85], [5.60, 1.47, -0.74], [4.23, 1.90, -0.74], [3.87, 3.25, -0.62], [2.54, 3.61, -0.60], [1.60, 2.56, -0.69], [1.91, 1.30, -0.82], [3.20, 0.95, -0.87], [2.10, 5.00, -0.50], [2.84, 6.12, -0.23], [2.08, 7.31, -0.22], [0.76, 7.09, -0.49], [0.44, 5.43, -0.75], [5.18, -2.20, -1.11], [6.04, -7.66, -1.50], [3.41, -7.76, -1.44], [2.37, -5.38, -1.33], [2.02, -3.26, -1.60], [6.94, -0.17, -0.84], [6.38, 2.22, -0.65], [4.65, 4.00, -0.55], [0.54, 2.79, -0.63], [3.90, 6.11, -0.04], [2.49, 8.29, -0.03], [-0.04, 7.81, -0.54], [6.20, -2.54, -1.04], [1.15, -1.56, 2.37], [-0.29, -0.77, 1.53], [-0.40, 0.79, 2.51], [-1.72, -1.69, 2.23], [-1.78, -2.14, 3.54], [-2.89, -2.84, 3.99], [-3.95, -3.09, 3.13], [-3.90, -2.63, 1.82], [-2.79, -1.93, 1.37], [-2.65, -1.24, -0.32], [-3.77, -2.29, -1.34], [-3.77, 0.21, -0.09], [1.12, -1.44, 3.45], [2.05, -1.09, 1.98], [1.17, -2.62, 2.11], [-0.49, 0.59, 3.57], [-1.26, 1.37, 2.17], [0.50, 1.38, 2.31], [-0.95, -1.96, 4.22], [-2.93, -3.18, 5.02], [-4.81, -3.64, 3.48], [-4.73, -2.84, 1.16], [-4.82, -2.16, -1.09], [-3.48, -3.34, -1.23], [-3.62, -2.00, -2.38], [-4.66, -0.10, 0.45], [-4.05, 0.61, -1.06], [-3.25, 0.99, 0.48], [-0.45, -3.16, -0.71], [-0.46, -5.05, -0.97], [-0.65, -5.59, -2.24], [-0.66, -6.97, -2.40], [-0.48, -7.81, -1.31], [-0.27, -7.26, -0.05], [-0.27, -5.89, 0.13], [-0.77, -4.93, -3.09], [-0.81, -7.39, -3.39], [-0.50, -8.88, -1.44], [-0.10, -7.91, 0.80], [-0.11, -5.45, 1.11], [-4.29, 5.58, -2.33], [-3.70, 5.38, -1.15], [-3.87, 6.33, -0.18], [-4.63, 7.38, -0.47], [-3.29, 6.23, 1.11], [-2.49, 5.07, 1.29], [-2.32, 4.14, 0.32], [-1.55, 3.07, 0.59], [-2.91, 4.22, -0.96], [-2.72, 3.23, -1.95], [-1.89, 2.12, -1.78], [-1.22, 1.18, -1.68], [-3.34, 3.23, -3.23], [-3.82, 3.12, -4.28], [-1.89, 4.87, 2.46], [-3.47, 7.20, 2.12], [-4.29, 8.35, 1.97], [-4.94, 9.30, 1.93], [-2.88, 7.12, 3.40], [-2.43, 7.12, 4.47]],
  "mulliken_charge": [1.1515, -0.2075, -0.4062, -0.6454, 0.3144, 0.2376, 0.6760, -1.0262, 0.0793, -0.6841, 1.1728, -1.0470, -0.9948, 1.0694, -0.8017, 0.5599, 0.0289, -0.0568, -0.6099, 0.3161, -0.5964, -0.6723, -0.5061, 0.2452, -0.6620, 0.4344, 0.4260, -0.0256, 0.5923, 0.4314, 0.4206, 0.4002, -0.3992, 0.3718, 0.4168, 0.4833, 0.4393, -1.4418, 1.4735, -1.3758, -0.1451, -0.7110, -0.8229, -0.7863, -0.5220, 0.6005, 0.9692, -1.6961, -1.1911, 0.4733, 0.3992, 0.2805, 0.5644, 0.1604, 0.4399, 0.3155, 0.4056, 0.4071, 0.3406, 0.4488, 0.4035, 0.3889, 0.7114, 0.3879, -0.0680, -0.0934, -0.0497, -0.0512, -0.6323, -0.4782, -0.6615, -0.3034, 0.4275, 0.4094, 0.4058, 0.4177, 0.4049, -0.3550, -0.0255, 0.0870, -0.3513, 0.2506, 0.7216, -0.4096, 0.0113, 1.2459, 0.5481, -0.2100, -0.5854, -0.4702, -0.6325, -0.3764, 0.6131, -0.0639, -0.5600, 0.0183, -0.5881]
}



No. 5
{
  "formula": "C3H14N2O2",
  "method": "the ωB97M-V functional and the def2-TZVPD basis",
  "homo_ha": [-0.4969, -0.4969],
  "charge": 1,
  "multiplicity": 2,
  "total_energy_ha": -382.256595,
  "gap_ev": [10.40, 5.04],
  "e_above_lowest_kj_mol": 305.2,
  "symbols": ["N", "C", "C", "N", "C", "H", "H", "H", "H", "H", "H", "H", "H", "H", "H", "H", "H", "O", "H", "H", "O"],
  "positions_angstrom": [[-0.70, 1.08, -2.59], [-1.82, 0.54, -1.83], [-1.45, -0.23, -0.40], [-0.71, 0.62, 0.60], [0.38, 0.04, 1.46], [0.29, 0.94, -2.07], [-0.60, 1.93, -3.02], [-2.54, 1.18, -1.27], [-2.10, -0.31, -2.38], [-2.36, -0.70, -0.14], [-0.78, -1.07, -0.72], [-1.36, 1.20, 1.06], [0.70, -0.90, 0.93], [1.23, 0.73, 1.40], [-0.01, -0.27, 2.42], [3.67, -5.39, 1.07], [4.05, -4.04, 2.11], [4.02, -4.46, 1.11], [0.18, 3.74, 0.56], [0.09, 2.29, 0.60], [-0.19, 3.09, 1.10]],
  "mulliken_charge": [-0.5252, -0.2124, -0.8807, -0.1370, -0.6568, 0.2090, 0.2494, 0.2801, 0.3262, 0.3526, 0.4081, 0.4824, 0.3248, 0.3074, 0.3423, 0.3371, 0.3388, -0.6752, 0.3383, 0.3465, -0.5557]
}